1.
ORCA calculation (ωB97M-V/def2-TZVPD) on an isolated molecule of C2H4N2OS at a distorted geometry.

Properties
E_tot in hartree: -661.4344
Relative energy (zero: lowest compared OMol25 entry of this formula, charge and spin) in eV: 4.112
2S+1: 1
SMILES string: N/N=C\C(O)=S

Each line ends with the Löwdin charge.
Geometry (Å):
N (1.542, -1.032, 0.426)  0.0004
N (1.545, 0.319, -0.241)  0.0128
C (0.348, 0.938, -0.221)  -0.1574
C (-0.897, 0.263, 0.073)  -0.7840
O (-1.818, 1.197, 0.301)  -0.0799
S (-1.599, -1.279, -0.122)  0.6942
H (0.608, -1.509, -0.030)  0.0246
H (2.394, -1.418, 0.100)  0.0366
H (0.569, 1.981, -0.350)  0.1094
H (-2.692, 0.539, 0.063)  0.1433

2.
ORCA calculation (ωB97M-V/def2-TZVPD) on a cluster of 2 separate species, C9H21N3 in total at a distorted geometry.

Properties
Total charge: +2
⟨S²⟩: 2.01
E_tot in hartree: -518.9498
Relative energy (zero: lowest compared OMol25 entry of this formula, charge and spin) in eV: 1.722
2S+1: 3

Each line ends with the Löwdin charge.
Geometry (Å):
C (0.081, -0.563, -0.581)  -0.1388
C (2.285, 0.188, -0.818)  -0.3339
C (1.802, 1.219, -1.807)  0.0383
C (-0.434, 0.041, 2.492)  -0.0193
C (-3.390, 0.185, -0.991)  -0.0188
C (1.895, -1.984, 0.287)  0.0614
C (-0.698, 1.403, 1.682)  -0.1691
C (-2.669, 0.624, 0.377)  -0.1750
C (-1.318, 1.169, 0.421)  -0.0374
N (-0.522, -1.575, -1.095)  0.1652
N (3.580, 0.139, -0.580)  0.2699
N (1.443, -0.677, -0.387)  -0.0311
H (1.847, 2.207, -1.245)  0.1342
H (0.758, 0.936, -2.157)  0.1047
H (2.431, 1.384, -2.705)  0.1182
H (0.575, -0.249, 2.339)  0.0471
H (-0.719, 0.101, 3.494)  0.0699
H (-1.049, -0.829, 1.972)  0.1098
H (-2.610, 0.054, -1.687)  0.0393
H (-4.041, -0.614, -0.797)  0.0737
H (-3.996, 1.001, -1.333)  0.0850
H (2.371, -2.708, -0.338)  0.1072
H (1.095, -2.312, 0.913)  0.0907
H (2.702, -1.718, 1.023)  0.1128
H (-1.404, 1.830, 2.399)  0.1560
H (0.263, 1.851, 1.689)  0.1115
H (-3.256, 1.470, 0.878)  0.1866
H (-2.643, -0.237, 1.141)  0.1428
H (-0.974, 1.699, -0.494)  0.1498
H (-1.516, -1.573, -1.367)  0.1227
H (-0.106, -2.430, -1.521)  0.1730
H (4.228, 0.452, -1.253)  0.1419
H (3.992, -0.487, 0.049)  0.1117

3.
ORCA calculation (ωB97M-V/def2-TZVPD) on a structure of composition C10H14AlN3OS3 at a distorted geometry.

Properties
Total charge: +2
E_tot in hartree: -2065.4894
2S+1: 1

Each line ends with the Löwdin charge.
Geometry (Å):
Al (-0.022, 0.447, -0.116)  0.1134
C (-3.276, 4.520, -0.300)  -0.3474
S (-3.874, 2.856, 0.090)  1.0032
C (-2.519, 1.840, -0.096)  -0.9626
S (-0.873, 2.503, -0.307)  0.7977
N (-2.816, 0.561, -0.146)  -0.0317
N (-1.802, -0.221, -0.423)  -0.0895
C (-1.849, -1.432, -0.892)  0.0462
C (-0.611, -1.860, -1.491)  -0.1907
C (-0.509, -2.970, -2.331)  0.0485
C (0.674, -3.198, -3.015)  0.0241
C (1.743, -2.323, -2.832)  0.0082
C (1.590, -1.251, -1.975)  -0.0451
N (0.446, -1.015, -1.323)  0.0632
H (-3.812, 5.220, 0.333)  0.0534
H (-3.530, 4.726, -1.338)  0.0561
H (-2.209, 4.607, -0.136)  -0.0069
H (-2.760, -2.006, -0.986)  0.1606
H (-1.361, -3.617, -2.476)  0.1388
H (0.765, -4.037, -3.688)  0.1373
H (2.672, -2.463, -3.360)  0.1305
H (2.387, -0.534, -1.813)  0.1383
C (2.506, -1.349, 2.661)  -0.1999
S (1.128, -0.213, 2.914)  1.1168
C (2.083, 1.246, 3.360)  -0.1979
O (0.687, 0.101, 1.405)  -0.4454
H (3.234, -0.925, 1.976)  0.0774
H (2.124, -2.289, 2.271)  0.0735
H (2.971, -1.540, 3.627)  0.0849
H (2.867, 1.442, 2.634)  0.0803
H (2.521, 1.063, 4.340)  0.0859
H (1.423, 2.108, 3.434)  0.0788

4.
ORCA calculation (ωB97M-V/def2-TZVPD) on an isolated molecule of C6H10O.

Properties
E_tot in hartree: -309.7506
Relative energy (zero: lowest compared OMol25 entry of this formula, charge and spin) in eV: 2.496
2S+1: 1
SMILES string: OCCCC1C=C1

Each line ends with the Löwdin charge.
Geometry (Å):
O (0.446, -1.185, 1.721)  -0.0719
C (1.032, -1.347, 0.444)  -0.2786
C (1.477, -0.024, -0.195)  -0.1814
C (0.450, 1.108, -0.060)  -0.1933
C (-0.872, 0.898, -0.796)  -0.2687
C (-1.745, -0.307, -0.573)  -0.0341
C (-2.169, 0.793, -0.043)  -0.0065
H (-0.423, -0.780, 1.589)  0.0619
H (1.901, -1.994, 0.597)  0.1157
H (0.350, -1.885, -0.231)  0.0987
H (2.411, 0.303, 0.277)  0.1085
H (1.704, -0.210, -1.254)  0.1146
H (0.904, 2.036, -0.428)  0.1077
H (0.258, 1.270, 1.010)  0.1109
H (-0.901, 1.356, -1.792)  0.1157
H (-1.898, -1.355, -0.778)  0.1026
H (-2.924, 1.324, 0.514)  0.0982

5.
ORCA calculation (ωB97M-V/def2-TZVPD) on a structure of composition C5H10O2.

Properties
E_tot in hartree: -346.8466
Relative energy (zero: lowest compared OMol25 entry of this formula, charge and spin) in eV: 4.866
2S+1: 1

Each line ends with the Löwdin charge.
Geometry (Å):
C (-1.182, 0.513, -0.109)  -0.0282
C (-0.679, -0.865, -0.539)  -0.4023
O (-0.292, -0.890, -1.899)  -0.0272
C (0.464, -1.259, 0.428)  -0.1206
C (1.064, 0.033, 1.005)  -0.1267
C (0.583, 1.236, 0.205)  -0.4078
O (0.448, 2.422, 0.758)  -0.1188
H (-1.752, 0.415, 0.826)  0.1291
H (-0.616, 1.637, 0.400)  0.1301
H (-1.777, 0.995, -0.890)  0.1218
H (-1.498, -1.588, -0.481)  0.1441
H (0.283, -0.134, -2.071)  0.0797
H (0.078, -1.886, 1.239)  0.1148
H (1.190, -1.862, -0.127)  0.1170
H (2.160, 0.043, 0.991)  0.1268
H (0.753, 0.219, 2.036)  0.1249
H (0.938, 1.203, -0.849)  0.1434

6.
ORCA calculation (ωB97M-V/def2-TZVPD) on a structure of composition C14H21F6FeN3O15PS4.

Properties
⟨S²⟩: 0.80
E_tot in hartree: -5636.0967
2S+1: 2

Each line ends with the Löwdin charge.
Geometry (Å):
Fe (0.146, -0.479, -0.623)  0.7876
C (4.072, -0.661, 0.421)  0.0181
C (3.182, 0.513, 0.803)  -0.5265
C (3.940, 1.522, 1.653)  -0.0023
O (2.066, -0.015, 1.507)  -0.0218
C (2.682, 1.179, -0.479)  -0.5111
O (3.264, 2.112, -1.007)  0.0819
O (1.587, 0.702, -1.031)  -0.1312
H (4.425, -1.145, 1.332)  0.1008
H (4.930, -0.310, -0.152)  0.1027
H (3.532, -1.397, -0.171)  0.0642
H (4.299, 1.023, 2.553)  0.0958
H (3.293, 2.353, 1.937)  0.0780
H (4.787, 1.926, 1.102)  0.0926
H (1.587, 0.738, 1.877)  0.0553
F (0.258, 0.144, 3.933)  0.1562
C (-1.036, -0.091, 3.724)  -0.6751
F (-1.738, 0.373, 4.753)  0.1588
F (-1.239, -1.384, 3.594)  0.1780
S (-1.543, 0.807, 2.194)  0.6453
O (-0.715, 0.240, 1.147)  -0.3052
O (-2.957, 0.602, 2.039)  -0.2566
N (-1.197, 2.261, 2.601)  -0.2721
S (-0.291, 3.294, 1.843)  0.6197
O (0.866, 2.713, 1.205)  -0.2670
O (-1.056, 4.234, 1.071)  -0.2785
C (0.353, 4.228, 3.291)  -0.6872
F (1.144, 5.198, 2.840)  0.1509
F (1.058, 3.418, 4.073)  0.1515
F (-0.640, 4.761, 3.989)  0.1584
O (-3.546, -2.656, -0.403)  -0.2835
S (-2.138, -2.679, -0.098)  0.5481
O (-1.741, -2.887, 1.257)  -0.2453
O (-1.548, -1.419, -0.707)  -0.4295
C (-1.413, -3.979, -1.075)  -0.2089
C (-2.252, -5.032, -1.398)  -0.0380
C (-1.769, -6.129, -2.097)  -0.0457
C (-0.441, -6.179, -2.478)  -0.0504
C (0.409, -5.129, -2.163)  -0.0399
C (-0.072, -4.029, -1.466)  -0.2148
S (1.114, -2.740, -1.186)  0.6422
O (2.402, -3.304, -1.387)  -0.2265
O (0.846, -2.113, 0.160)  -0.2969
O (0.768, -1.575, -2.081)  -0.2806
H (-3.290, -4.977, -1.098)  0.1181
H (-2.438, -6.943, -2.342)  0.1134
H (-0.057, -7.032, -3.021)  0.1127
H (1.450, -5.155, -2.450)  0.1158
N (0.844, 2.805, -2.509)  0.1426
C (-0.443, 3.318, -1.945)  -0.1590
P (-1.643, 1.946, -2.187)  0.4539
O (-2.222, 1.993, -3.542)  -0.2951
O (-0.840, 0.735, -1.755)  -0.3456
C (-2.958, 2.037, -0.906)  -0.1555
N (-3.480, 0.643, -0.733)  0.1524
H (0.781, 2.659, -3.516)  0.1634
H (1.097, 1.878, -2.040)  0.0926
H (1.639, 3.410, -2.301)  0.1519
H (-0.747, 4.223, -2.465)  0.1114
H (-0.271, 3.533, -0.895)  0.0602
H (-3.775, 2.691, -1.200)  0.1139
H (-2.568, 2.377, 0.052)  0.0711
H (-2.711, -0.071, -0.774)  0.0880
H (-4.141, 0.388, -1.465)  0.1710
H (-3.905, 0.528, 0.192)  0.1316

7.
ORCA calculation (ωB97M-V/def2-TZVPD) on an isolated molecule of C12H12N2OS at a distorted geometry.

Properties
E_tot in hartree: -1047.3541
Relative energy (zero: lowest compared OMol25 entry of this formula, charge and spin) in eV: 2.012
2S+1: 1
SMILES string: O=C(c1csc2c1CCCC2)n1cccn1

Each line ends with the Löwdin charge.
Geometry (Å):
O (1.423, -1.401, -0.221)  0.0602
C (1.885, -0.259, -0.026)  -0.2685
C (1.068, 0.958, 0.261)  -0.2049
C (1.524, 2.171, 0.322)  -0.3695
S (0.302, 3.347, 0.660)  1.0619
C (-0.968, 2.171, 0.691)  -0.4997
C (-0.367, 0.926, 0.565)  -0.2033
C (-1.180, -0.326, 0.603)  -0.1260
C (-2.680, 0.048, 1.017)  -0.1976
C (-3.220, 1.228, 0.272)  -0.2067
C (-2.377, 2.443, 0.763)  -0.2240
N (3.217, -0.334, 0.432)  -0.0458
C (3.990, -1.436, 0.062)  -0.0335
C (5.277, -1.058, 0.300)  -0.0607
C (5.199, 0.174, 1.030)  -0.1646
N (3.990, 0.638, 1.111)  0.1025
H (2.475, 2.609, 0.019)  0.0835
H (-1.199, -0.921, -0.396)  0.1441
H (-0.766, -1.060, 1.314)  0.1137
H (-3.442, -0.765, 0.903)  0.1176
H (-2.663, 0.390, 2.082)  0.1199
H (-2.986, 1.191, -0.795)  0.1188
H (-4.302, 1.252, 0.380)  0.1099
H (-2.656, 2.622, 1.863)  0.1394
H (-2.629, 3.412, 0.289)  0.1168
H (3.703, -2.322, -0.361)  0.0958
H (6.200, -1.695, 0.272)  0.1126
H (5.998, 0.815, 1.405)  0.1082

8.
ORCA calculation (ωB97M-V/def2-TZVPD) on a cluster of 7 separate species, C21H24F6O21 in total at a distorted geometry.

Properties
E_tot in hartree: -2993.8991
2S+1: 1
SMILES string: O=C1OC[C@@H](F)O1.O=C1OC[C@@H](F)O1.O=C1OC[C@@H](F)O1.O=C1OC[C@@H](F)O1.O=C1OC[C@@H](F)O1.O=C1OC[C@@H](F)O1.COC(=O)OC

Each line ends with the Löwdin charge.
Geometry (Å):
O (-12.522, 18.044, 5.477)  0.1754
C (-13.600, 18.509, 5.256)  -0.5770
O (-14.719, 18.343, 5.989)  0.0838
C (-15.825, 18.976, 5.354)  -0.0400
C (-15.144, 19.769, 4.195)  -0.2855
F (-15.191, 21.114, 4.284)  0.0786
O (-13.814, 19.284, 4.210)  0.1453
H (-16.555, 18.238, 5.025)  0.1114
H (-16.318, 19.670, 6.036)  0.1338
H (-15.444, 19.536, 3.169)  0.1663
O (-24.221, 17.563, 11.036)  0.2007
C (-23.911, 17.079, 10.005)  -0.5401
O (-24.594, 16.161, 9.330)  0.1049
C (-23.846, 15.770, 8.186)  -0.0561
C (-22.619, 16.656, 8.150)  -0.3023
F (-22.682, 17.436, 7.032)  0.0525
O (-22.760, 17.441, 9.311)  0.1157
H (-23.642, 14.703, 8.137)  0.1409
H (-24.434, 15.994, 7.295)  0.1416
H (-21.720, 16.044, 8.208)  0.1707
O (-21.085, 18.112, 1.976)  0.1748
C (-20.907, 18.596, 3.054)  -0.5757
O (-20.138, 19.615, 3.324)  0.0806
C (-19.786, 19.592, 4.691)  -0.0333
C (-21.096, 19.019, 5.222)  -0.3044
F (-22.052, 19.999, 5.251)  0.0624
O (-21.419, 18.073, 4.221)  0.1361
H (-18.958, 18.896, 4.846)  0.1311
H (-19.483, 20.577, 5.036)  0.1404
H (-20.941, 18.663, 6.236)  0.1521
O (-21.629, 24.366, 10.167)  0.1896
C (-21.369, 23.462, 9.438)  -0.5755
O (-21.617, 22.174, 9.732)  0.0852
C (-21.623, 21.456, 8.493)  -0.0407
C (-20.614, 22.290, 7.645)  -0.2792
F (-20.966, 22.414, 6.344)  0.0686
O (-20.845, 23.567, 8.216)  0.1409
H (-21.218, 20.459, 8.653)  0.1307
H (-22.601, 21.394, 8.023)  0.1192
H (-19.578, 21.979, 7.771)  0.1694
O (-17.093, 15.351, 5.597)  0.1898
C (-17.627, 15.164, 4.560)  -0.5273
O (-18.475, 15.958, 3.850)  0.0442
C (-18.683, 15.469, 2.541)  -0.0587
C (-18.001, 14.111, 2.559)  -0.2895
F (-16.964, 14.096, 1.676)  0.0692
O (-17.472, 13.998, 3.860)  0.1318
H (-19.752, 15.498, 2.327)  0.1357
H (-18.304, 16.203, 1.827)  0.1451
H (-18.650, 13.258, 2.372)  0.1687
O (-28.140, 22.449, 5.880)  0.1832
C (-27.005, 22.185, 5.650)  -0.5449
O (-26.658, 21.233, 4.773)  0.0831
C (-25.247, 20.949, 4.901)  -0.0453
C (-24.757, 22.074, 5.772)  -0.3089
F (-24.253, 23.046, 4.959)  0.0676
O (-25.921, 22.574, 6.395)  0.1405
H (-25.021, 19.938, 5.230)  0.1343
H (-24.856, 21.075, 3.892)  0.1373
H (-23.984, 21.794, 6.483)  0.1376
C (-22.820, 25.334, -1.124)  -0.0309
O (-22.100, 24.635, -0.106)  -0.0054
C (-22.098, 23.309, -0.177)  -0.6302
O (-22.339, 22.692, -1.184)  0.1272
O (-21.754, 22.838, 1.013)  0.0135
C (-21.890, 21.430, 1.191)  -0.0324
H (-23.864, 25.086, -0.936)  0.1019
H (-22.434, 25.050, -2.101)  0.0948
H (-22.725, 26.414, -1.043)  0.0914
H (-21.838, 21.266, 2.270)  0.0777
H (-21.066, 20.824, 0.822)  0.0993
H (-22.913, 21.179, 0.917)  0.1066

> Which formula does entry 7 have?

C12H12N2OS

> What is the formula in the first record?

C2H4N2OS

> What is the E_tot in the second record?

-518.9498 hartree